Entry 1:
Computed, not measured: a cluster of 2 separate species, C12H17N in total, with ωB97M-V with the def2-TZVPD basis set.

Bonds (Å) are listed after each position.
Atoms and positions in Å:
1 C -0.4571 -3.0943 -0.7651  C2 1.548, C3 1.477, H12 1.104, H13 1.101
2 C -1.1402 -2.8325 -2.1299  C1 1.548, H14 1.083, H21 1.097, H22 1.084
3 C -0.2362 -1.8330 -0.0286  C1 1.477, C4 1.328, C5 1.470
4 C 0.9340 -1.2745 0.2591  C3 1.328, N11 1.445, H15 1.080
5 C -1.2857 -0.8508 0.2819  C3 1.470, C6 1.426, C7 1.353
6 C -0.5879 0.3580 0.5740  C5 1.426, C8 1.382, N11 1.421
7 C -2.6358 -0.9031 0.3576  C5 1.353, C9 1.398, H17 1.082
8 C -1.2924 1.5201 0.8251  C6 1.382, C10 1.411, H18 1.085
9 C -3.2954 0.3142 0.5499  C7 1.398, C10 1.382, H19 1.091
10 C -2.7014 1.5437 0.7614  C8 1.411, C9 1.382, H20 1.076
11 N 0.8036 0.0982 0.6930  C4 1.445, C6 1.421, H16 1.004
12 H -0.9502 -3.9129 -0.2118  C1 1.104
13 H 0.4881 -3.6441 -0.8935  C1 1.101
14 H -2.1534 -2.4782 -1.9843  C2 1.083
15 H 1.9727 -1.5128 0.0819  C4 1.080
16 H 1.3222 0.6465 0.0315  N11 1.004
17 H -3.2582 -1.7879 0.3424  C7 1.082
18 H -0.7359 2.3912 1.1545  C8 1.085
19 H -4.3798 0.2625 0.6598  C9 1.091
20 H -3.2945 2.4419 0.7735  C10 1.076
21 H -1.2587 -3.8276 -2.5754  C2 1.097
22 H -0.4401 -2.2600 -2.7282  C2 1.084
23 C 2.5876 3.1300 0.4310  C24 1.529, H25 1.091, H26 1.095, H27 1.096
24 C 3.6475 2.0317 0.5163  C23 1.529, H28 1.090, H29 1.086, H30 1.088
25 H 2.6440 3.7769 -0.4455  C23 1.091
26 H 1.6019 2.7225 0.6785  C23 1.095
27 H 2.5855 3.8851 1.2249  C23 1.096
28 H 3.1203 1.1164 0.2467  C24 1.090
29 H 3.9618 1.9764 1.5545  C24 1.086
30 H 4.4338 1.9966 -0.2352  C24 1.088

Calculated values
- LUMO: 0.93 eV
- HOMO-LUMO gap: 0.3376 hartree
- Structure (SMILES): CCc1c[nH]c2ccccc12.CC
- Total charge: 0
- 2S+1: 1

Atom charges from the Mulliken analysis, given in e for atoms 1 to 4:
1. C -0.84
2. C -1.07
3. C 0.36
4. C -0.78

---

Entry 2:
Computed, not measured: a cluster of 2 separate species, C12H17N in total, with ωB97M-V with the def2-TZVPD basis set.

Bonds (Å) are listed after each position.
Atoms and positions in Å:
1 C -2.2854 -0.1439 2.8341  C2 1.542, H3 1.088, H4 1.091, H5 1.088
2 C -1.2156 0.8946 2.4394  C1 1.542, H6 1.067, H7 1.078, H8 1.089
3 H -3.0456 0.2997 3.4744  C1 1.088
4 H -2.8244 -0.5402 1.9720  C1 1.091
5 H -1.8466 -1.0153 3.3162  C1 1.088
6 H -0.3937 0.7232 3.0980  C2 1.067
7 H -0.9740 0.8091 1.3927  C2 1.078
8 H -1.5942 1.9109 2.5379  C2 1.089
9 C 2.0318 0.7972 0.5570  C10 1.533, C11 1.500, H20 1.081, H21 1.088
10 C 3.5206 0.5639 0.2746  C9 1.533, H22 1.083, H29 1.091, H30 1.081
11 C 1.0211 -0.1664 0.0104  C9 1.500, C12 1.355, C13 1.427
12 C 0.9445 -1.4780 0.3435  C11 1.355, N19 1.385, H23 1.076
13 C 0.1233 0.0126 -1.0838  C11 1.427, C14 1.421, C15 1.391
14 C -0.6604 -1.1664 -1.2016  C13 1.421, C16 1.383, N19 1.401
15 C -0.0655 1.0588 -1.9810  C13 1.391, C17 1.386, H25 1.085
16 C -1.5629 -1.3261 -2.2374  C14 1.383, C18 1.384, H26 1.053
17 C -0.9405 0.8915 -3.0431  C15 1.386, C18 1.396, H27 1.081
18 C -1.6431 -0.3085 -3.1716  C16 1.384, C17 1.396, H28 1.079
19 N -0.1802 -2.0512 -0.2273  C12 1.385, C14 1.401, H24 1.007
20 H 1.8022 0.9141 1.6065  C9 1.081
21 H 1.7391 1.7839 0.2028  C9 1.088
22 H 3.7735 1.1568 -0.5953  C10 1.083
23 H 1.5806 -1.9876 1.0451  C12 1.076
24 H -0.2458 -3.0430 -0.3915  N19 1.007
25 H 0.3668 2.0229 -1.7332  C15 1.085
26 H -2.1368 -2.2044 -2.3227  C16 1.053
27 H -0.9544 1.5802 -3.8764  C17 1.081
28 H -2.1132 -0.4728 -4.1284  C18 1.079
29 H 3.6082 -0.4249 -0.1771  C10 1.091
30 H 4.1706 0.9092 1.0659  C10 1.081

Calculated values
- LUMO: 0.92 eV
- HOMO-LUMO gap: 0.3213 hartree
- Structure (SMILES): CCc1c[nH]c2ccccc12.CC
- Total charge: 0
- 2S+1: 1

Atom charges from the Mulliken analysis, given in e for atoms 1 to 4:
1. C -1.01
2. C -0.38
3. H 0.33
4. H 0.26

---

Entry 3:
Computed, not measured: a cluster of 2 separate species, C12H17N in total, with ωB97M-V with the def2-TZVPD basis set.

Bonds (Å) are listed after each position.
Atoms and positions in Å:
1 C -0.1622 2.7661 0.0283  C4 1.490, H17 1.096, H18 1.103, H19 1.082
2 C 2.2561 -0.0039 -0.6306  C3 1.415, C7 1.386, N10 1.374
3 C 1.1414 0.7589 -1.0535  C2 1.415, C4 1.443, C9 1.388
4 C 0.9012 1.7229 -0.0075  C1 1.490, C3 1.443, C5 1.351
5 C 1.8000 1.4842 0.9726  C4 1.351, N10 1.380, H16 1.083
6 C 2.2530 -1.2639 -2.6257  C7 1.379, C8 1.400, H11 1.078
7 C 2.8370 -0.9960 -1.4049  C2 1.386, C6 1.379, H12 1.083
8 C 1.1800 -0.4980 -3.0962  C6 1.400, C9 1.387, H13 1.080
9 C 0.6842 0.5608 -2.3491  C3 1.388, C8 1.387, H14 1.081
10 N 2.6391 0.4507 0.6086  C2 1.374, C5 1.380, H15 1.004
11 H 2.6690 -2.0696 -3.2088  C6 1.078
12 H 3.7442 -1.4917 -1.0819  C7 1.083
13 H 0.7709 -0.7750 -4.0568  C8 1.080
14 H -0.1689 1.0578 -2.7895  C9 1.081
15 H 3.4283 0.0482 1.0816  N10 1.004
16 H 1.9202 1.9431 1.9468  C5 1.083
17 H -0.8769 2.6447 0.8503  C1 1.096
18 H -0.8577 2.6706 -0.8229  C1 1.103
19 H 0.2154 3.7792 -0.0109  C1 1.082
20 C -2.3574 -0.9189 1.0343  C21 1.512, C22 1.533, H23 1.086, H24 1.092
21 C -1.2558 -0.9128 2.0698  C20 1.512, H25 1.088, H26 1.084, H29 1.090
22 C -3.6200 -1.6333 1.5308  C20 1.533, H27 1.087, H28 1.088, H30 1.098
23 H -2.0141 -1.3559 0.1010  C20 1.086
24 H -2.6013 0.1038 0.7406  C20 1.092
25 H -0.5734 -0.0733 1.9567  C21 1.088
26 H -1.5769 -0.9559 3.1039  C21 1.084
27 H -3.3627 -2.3401 2.3158  C22 1.087
28 H -4.2030 -2.0723 0.7239  C22 1.088
29 H -0.5699 -1.7604 2.0537  C21 1.090
30 H -4.2396 -0.8701 2.0195  C22 1.098

Calculated values
- LUMO: 0.94 eV
- HOMO-LUMO gap: 0.3226 hartree
- Structure (SMILES): Cc1c[nH]c2ccccc12.CCC
- Total charge: 0
- 2S+1: 1

Atom charges from the Mulliken analysis, given in e for atoms 1 to 4:
1. C -1.35
2. C -0.11
3. C 1.07
4. C 0.70

---

Entry 4:
Computed, not measured: a cluster of 2 separate species, C12H17N in total, with ωB97M-V with the def2-TZVPD basis set.

Bonds (Å) are listed after each position.
Atoms and positions in Å:
1 C 1.6490 0.6781 0.3559  C4 1.620, H17 1.065, H18 1.200, H19 1.010
2 C -0.6003 -2.1362 1.6557  C3 1.444, C7 1.471, N10 1.362
3 C 0.3176 -1.5677 0.6970  C2 1.444, C4 1.399, C9 1.382
4 C 0.6682 -0.3060 1.1886  C1 1.620, C3 1.399, C5 1.383
5 C 0.1977 -0.1555 2.4799  C4 1.383, N10 1.482, H16 1.114
6 C -0.8116 -4.0632 0.3418  C7 1.347, C8 1.403, H11 1.178
7 C -1.1771 -3.4807 1.4998  C2 1.471, C6 1.347, H12 1.009
8 C 0.1550 -3.6586 -0.5918  C6 1.403, C9 1.373, H13 1.119
9 C 0.6711 -2.4113 -0.3395  C3 1.382, C8 1.373, H14 1.154
10 N -0.5870 -1.3756 2.7853  C2 1.362, C5 1.482, H15 0.966
11 H -1.4002 -5.0544 0.1001  C6 1.178
12 H -1.8421 -3.8215 2.1783  C7 1.009
13 H 0.3421 -4.0510 -1.6229  C8 1.119
14 H 1.5106 -2.1273 -1.0792  C9 1.154
15 H -0.9513 -1.4834 3.6732  N10 0.966
16 H 0.2123 0.7005 3.1926  C5 1.114
17 H 1.4626 1.7002 0.5899  C1 1.065
18 H 1.1114 0.6441 -0.7164  C1 1.200
19 H 2.5388 0.2225 0.4999  C1 1.010
20 C -0.0577 2.3273 -1.6803  C21 1.538, C22 1.469, H23 1.046, H24 1.077
21 C -0.6695 2.6490 -0.3059  C20 1.538, H25 1.140, H26 1.074, H29 1.081
22 C -0.2365 3.4925 -2.5570  C20 1.469, H27 1.076, H28 1.097, H30 1.128
23 H -0.4818 1.4987 -2.1569  C20 1.046
24 H 0.9703 2.0648 -1.4933  C20 1.077
25 H -1.0163 1.6940 0.2114  C21 1.140
26 H 0.1711 3.1613 0.1241  C21 1.074
27 H -1.0584 4.1756 -2.4282  C22 1.076
28 H -0.2749 3.1747 -3.6061  C22 1.097
29 H -1.4793 3.3425 -0.4869  C21 1.081
30 H 0.6663 4.1668 -2.5088  C22 1.128

Calculated values
- LUMO: 0.96 eV
- HOMO-LUMO gap: 0.3318 hartree
- Structure (SMILES): Cc1c[nH]c2ccccc12.CCC
- Total charge: 0
- 2S+1: 1

Atom charges from the Mulliken analysis, given in e for atoms 1 to 4:
1. C -1.21
2. C 0.11
3. C 1.08
4. C 0.25

---

Entry 5:
Computed, not measured: the ion C12H17N2 with charge +1, with ωB97M-V with the def2-TZVPD basis set.

Bonds (Å) are listed after each position.
Atoms and positions in Å:
1 C -3.1922 -2.4197 -0.0955  C2 1.434, C3 1.353, H15 1.078
2 C -2.0718 -2.8946 -0.8548  C1 1.434, C4 1.416, H16 1.086
3 C -3.0985 -1.2508 0.5802  C1 1.353, C5 1.365, H17 1.135
4 C -0.8635 -2.1800 -0.6712  C2 1.416, C6 1.320, H18 1.074
5 C -1.9796 -0.4684 0.6030  C3 1.365, C6 1.377, C7 1.427
6 C -0.8832 -1.0429 -0.0001  C4 1.320, C5 1.377
7 C -1.9274 0.8540 1.1361  C5 1.427, C8 1.296, H19 1.082
8 C -1.0442 1.7983 1.0418  C7 1.296, N14 1.525, H20 1.012
9 C 1.0298 0.3718 0.5075  C12 1.507, N13 1.442, N14 1.454
10 C 1.4711 0.3906 -1.9595  C12 1.510, H21 1.098, H22 1.038, H23 1.133
11 C 3.0853 1.4098 -0.4217  C12 1.488, H24 1.016, H25 1.129, H26 1.070
12 C 2.0751 0.3281 -0.5765  C9 1.507, C10 1.510, C11 1.488, H27 1.163
13 N 1.3924 0.1420 1.8837  C9 1.442, H28 1.018, H29 1.035
14 N 0.3245 1.6374 0.3897  C8 1.525, C9 1.454, H30 0.954, H31 1.059
15 H -4.1779 -2.8154 -0.2783  C1 1.078
16 H -2.0291 -3.8761 -1.3183  C2 1.086
17 H -4.0365 -0.7634 0.9946  C3 1.135
18 H 0.0757 -2.5253 -1.0613  C4 1.074
19 H -2.7403 1.2090 1.7559  C7 1.082
20 H -1.2641 2.5877 1.6363  C8 1.012
21 H 1.1918 1.4464 -2.0713  C10 1.098
22 H 0.6561 -0.2521 -1.9472  C10 1.038
23 H 2.2007 0.0903 -2.7724  C10 1.133
24 H 3.9545 1.3387 -0.9427  C11 1.016
25 H 3.3461 1.5424 0.6690  C11 1.129
26 H 2.5756 2.3436 -0.5383  C11 1.070
27 H 2.6546 -0.6713 -0.4443  C12 1.163
28 H 1.7468 -0.8113 1.9279  N13 1.018
29 H 0.5283 0.1948 2.4502  N13 1.035
30 H 0.1407 1.8845 -0.5133  N14 0.954
31 H 0.8592 2.4017 0.8908  N14 1.059

Calculated values
- LUMO (alpha / beta): -3.57 / -3.57 eV
- HOMO-LUMO gap (alpha / beta): 0.3160 / 0.3160 hartree
- Total charge: +1
- 2S+1: 1

Atom charges from the Mulliken analysis, given in e for atoms 1 to 4:
1. C -0.67
2. C -0.65
3. C -0.51
4. C -0.32

---

Entry 6:
Computed, not measured: an isolated molecule of C12H17N3O3S2, with ωB97M-V with the def2-TZVPD basis set.

Bonds (Å) are listed after each position.
Atoms and positions in Å:
1 C -0.2216 -5.8335 -0.3995  C2 1.516, H35 1.088, H36 1.088, H37 1.087
2 C 0.9234 -5.6577 -1.3767  C1 1.516, H3 1.089, H4 1.090, S5 1.834
3 H 1.0620 -6.5509 -1.9847  C2 1.089
4 H 1.8593 -5.4180 -0.8724  C2 1.090
5 S 0.5942 -4.3333 -2.6016  C2 1.834, C6 1.726
6 C 0.7870 -2.9087 -1.6457  S5 1.726, N7 1.284, S34 1.777
7 N 0.3964 -1.7541 -2.0492  C6 1.284, N8 1.323
8 N 0.6802 -0.7575 -1.2264  N7 1.323, C9 1.287
9 C 1.2840 -1.1122 -0.1463  N8 1.287, N10 1.359, S34 1.771
10 N 1.6928 -0.3179 0.8778  C9 1.359, C11 1.384, H33 1.014
11 C 1.2792 0.9479 1.2553  N10 1.384, O12 1.209, C13 1.507
12 O 1.7163 1.4063 2.2846  C11 1.209
13 C 0.3298 1.6864 0.3468  C11 1.507, C14 1.533, C22 1.533, H32 1.091
14 C -0.8197 2.2339 1.2012  C13 1.533, C15 1.511, C19 1.530, H31 1.096
15 C -1.5042 1.0909 1.9132  C14 1.511, O16 1.205, O17 1.335
16 O -1.1526 -0.0605 1.8691  C15 1.205
17 O -2.5579 1.4886 2.6305  C15 1.335, H18 0.970
18 H -2.9621 0.7333 3.0866  O17 0.970
19 C -1.7960 3.0342 0.3366  C14 1.530, C20 1.525, H29 1.091, H30 1.092
20 C -1.0596 4.1790 -0.3520  C19 1.525, C21 1.526, H27 1.091, H28 1.092
21 C 0.0920 3.6437 -1.1977  C20 1.526, C22 1.525, H25 1.092, H26 1.091
22 C 1.0655 2.8420 -0.3406  C13 1.533, C21 1.525, H23 1.091, H24 1.092
23 H 1.8666 2.4398 -0.9630  C22 1.091
24 H 1.5130 3.4839 0.4214  C22 1.092
25 H -0.3033 3.0007 -1.9863  C21 1.092
26 H 0.6204 4.4727 -1.6717  C21 1.091
27 H -1.7561 4.7349 -0.9819  C20 1.091
28 H -0.6684 4.8644 0.4029  C20 1.092
29 H -2.6027 3.4207 0.9606  C19 1.091
30 H -2.2310 2.3738 -0.4169  C19 1.092
31 H -0.4089 2.8871 1.9801  C14 1.096
32 H -0.0657 1.0082 -0.4101  C13 1.091
33 H 2.2616 -0.7715 1.5848  N10 1.014
34 S 1.6006 -2.8524 -0.0670  C6 1.777, C9 1.771
35 H -0.3693 -4.9338 0.1935  C1 1.088
36 H -0.0014 -6.6570 0.2763  C1 1.088
37 H -1.1439 -6.0537 -0.9316  C1 1.087

Calculated values
- LUMO: 0.41 eV
- HOMO-LUMO gap: 0.3232 hartree
- Structure (SMILES): CCSc1nnc(NC(=O)[C@@H]2CCCC[C@H]2C(=O)O)s1
- Total charge: 0
- 2S+1: 1

Atom charges from the Mulliken analysis, given in e for atoms 1 to 4:
1. C -0.89
2. C -0.58
3. H 0.37
4. H 0.35

---

Computed energy relative to the best compared isomer or geometry (same formula, charge and spin), in the same sequence as the records: 153.2; 99.5; 50.2; 301.9; 438.1; 0.0 kJ/mol.
Computed largest force on an atom, in the same sequence as the records: 0.05212; 0.03496; 0.03114; 0.13915; 0.10541; 0.03395 hartree/bohr.